[1]
Molecular formula: C6H9NO2S
Method: DFT, ωB97M-V with the def2-TZVPD basis set

CARTESIAN COORDINATES (ANGSTROEM)
C  -1.9796  0.6819  0.2370
C  -1.1196  -1.4147  0.5134
C  -1.0689  1.8049  0.1906
C  0.3958  1.3219  0.4801
C  0.7336  0.1061  -0.4120
C  -0.0180  -1.2274  -0.1836
N  0.5803  -2.2721  -0.8546
O  -1.8042  -2.6187  0.6065
O  -1.6755  -0.2999  1.1536
S  -3.3630  0.5903  -0.6858
H  -0.9690  2.3848  -0.6663
H  -1.2898  2.5203  0.8708
H  0.9062  2.2583  0.3866
H  0.3989  1.1141  1.4626
H  0.4426  0.4593  -1.5051
H  1.8592  -0.2100  -0.2198
H  1.5702  -2.3151  -0.6712
H  0.0552  -3.1246  -0.7937
H  -2.6836  -2.2814  0.4190

## Properties
* energy relative to the best compared isomer or geometry (same formula, charge and spin): 253.05 kJ/mol
* F_max: 3.77 eV/A
* SMILES: NC1=C(O)OC(=S)CCC1
* HOMO-LUMO gap: 7.813 eV
* LUMO level: -0.16 eV

Löwdin atomic charge list, values in e, 2 entries: atom 1 (C): -0.7593, atom 2 (C): -0.3444

[2]
Molecular formula: C4H10O3
Method: DFT, ωB97M-V with the def2-TZVPD basis set

CARTESIAN COORDINATES (ANGSTROEM)
C  2.0257  -1.7356  0.1706
O  2.5840  -2.6563  0.9821
C  0.5646  -1.3289  0.5106
C  0.1515  0.1104  0.2275
C  -1.3457  0.2251  -0.1747
O  -1.8842  1.4949  0.1982
H  2.5811  -0.7491  0.0859
H  2.0142  -2.1213  -0.8996
H  0.4205  -1.5691  1.5771
H  -0.1021  -2.0793  0.0418
H  0.1277  0.6992  1.1431
H  0.8233  0.4447  -0.5705
H  -1.9339  -0.4400  0.4750
H  -1.4074  0.0657  -1.2628
H  -1.2251  3.8394  -0.5444
H  -1.7430  2.3772  -0.6557
O  -1.6513  3.4231  -1.3042

## Properties
* energy relative to the best compared isomer or geometry (same formula, charge and spin): 66.71 kJ/mol
* F_max: 2.25 eV/A
* total charge: -2
* HOMO-LUMO gap: 6.580 eV
* LUMO level: 7.01 eV

Löwdin atomic charge list, values in e, 2 entries: atom 1 (C): -0.5951, atom 2 (O): -0.4221

[3]
Molecular formula: C9H21NOP
Method: DFT, ωB97M-V with the def2-TZVPD basis set

CARTESIAN COORDINATES (ANGSTROEM)
C  1.4316  2.0595  -0.6646
C  2.7095  -0.0101  -0.3405
C  2.0679  1.4078  1.7474
C  -0.5369  -3.1658  -0.0809
C  -1.8670  -1.4931  1.1534
C  -1.6716  -1.3405  -1.3347
C  0.2826  0.3013  0.4796
C  1.7191  1.0029  0.2894
C  -0.9273  -1.6693  0.0161
N  0.2596  -0.8831  0.2145
O  -1.9140  2.9816  0.4969
P  -2.0448  2.1385  -0.7644
H  2.2943  2.5865  -1.1796
H  0.8236  1.6117  -1.4982
H  0.8134  2.8478  -0.1590
H  3.6120  0.5243  -0.1756
H  2.5451  -0.3492  -1.3834
H  2.8726  -1.0334  0.2939
H  2.3714  0.6340  2.3972
H  2.9888  2.0487  1.5673
H  1.3113  1.9724  2.2815
H  -1.3556  -3.7548  -0.5963
H  0.4786  -3.1631  -0.5965
H  -0.3547  -3.5391  0.9185
H  -1.3015  -1.4314  2.0834
H  -2.6334  -2.3262  1.3320
H  -2.5338  -0.5164  1.0214
H  -2.7573  -1.5998  -1.2283
H  -1.5695  -0.2505  -1.6393
H  -1.1700  -1.8208  -2.2758
H  -0.7105  0.8217  0.7001
H  -1.8428  3.0907  -1.7868
H  -3.3907  2.3172  -1.2888

## Properties
* energy relative to the best compared isomer or geometry (same formula, charge and spin): 0.00 kJ/mol
* F_max: 4.83 eV/A
* total charge: -1
* HOMO-LUMO gap: 6.204 eV
* LUMO level: 3.32 eV

Löwdin atomic charge list, values in e, 2 entries: atom 1 (C): -0.1205, atom 2 (C): -0.0807

[4]
Molecular formula: C2H6N4OS
Method: DFT, ωB97M-V with the def2-TZVPD basis set

CARTESIAN COORDINATES (ANGSTROEM)
C  -0.1015  0.2122  0.1780
C  0.8831  -0.3458  1.2683
H  -1.1493  1.6437  -1.2839
H  -2.4437  1.1069  -0.4817
H  -0.6661  1.4421  1.5997
H  1.0953  -0.6462  -2.4709
H  -0.1886  -1.8418  -1.8944
H  2.2203  -1.8196  2.0751
N  -1.6283  1.6885  -0.3747
N  -0.8310  1.2512  0.6721
N  -0.2682  -0.0860  -1.0391
N  0.6329  -1.1533  -1.5141
O  0.8378  0.3169  2.3866
S  1.6074  -1.7690  0.8791

## Properties
* energy relative to the best compared isomer or geometry (same formula, charge and spin): 476.09 kJ/mol
* F_max: 6.37 eV/A
* SMILES: N/N=C(/NN)C(=O)S
* HOMO-LUMO gap: 8.814 eV
* LUMO level: 0.03 eV

Löwdin atomic charge list, values in e, 2 entries: atom 1 (C): -0.3867, atom 2 (C): -0.7127